1.
Molecular formula: C5H8O3
Method: DFT, ωB97M-V/def2-TZVPD

- energy relative to the best compared isomer or geometry (same formula, charge and spin) (kJ/mol) = 604.4
- net charge = 0
- HOMO-LUMO gap (eV) = 9.8696
- total energy (hartree) = -420.82584
- SMILES = O[C@H]1C([C@H]2CO2)[C@@H]1O

XYZ file:
```
16
Properties=species:S:1:pos:R:3:lowdin_charge:R:1
O 0.032 1.735 -0.048 -0.0633
C 0.736 0.722 0.618 -0.3571
C 0.158 -0.536 0.721 -0.1350
C -1.146 -1.081 0.191 -0.0915
C -2.323 -0.149 0.210 -0.0713
O -1.375 -0.029 -0.921 -0.1162
C 1.214 -0.199 -0.307 -0.3107
O 2.548 -0.746 -0.312 -0.0877
H -0.772 1.417 -0.619 0.1069
H 1.399 1.360 1.201 0.1734
H 0.750 -1.204 1.469 0.1903
H -1.270 -2.250 0.038 0.1880
H -2.416 0.650 0.864 0.0956
H -3.308 -0.512 0.087 0.0955
H 0.977 0.079 -1.309 0.1541
H 3.160 0.234 -0.084 0.2290
```

***

2.
Molecular formula: C20H52BINO17PS6
Method: DFT, ωB97M-V/def2-TZVPD

- net charge = 0
- HOMO-LUMO gap (eV) = 8.4515
- total energy (hartree) = -5180.12085
- SMILES = [H]/N=C\CB(C[C@@H](C)I)P(O)(O)=S.CCOS(C)(=O)=O.CCOS(C)(=O)=O.CCOS(C)(=O)=O.CCOS(C)(=O)=O.CCOS(C)(=O)=O

XYZ file:
```
99
Properties=species:S:1:pos:R:3:lowdin_charge:R:1
H 4.684 -1.740 0.312 0.0168
N 4.834 -1.005 1.002 0.1081
C 5.457 -1.459 2.009 -0.3107
C 5.927 -2.884 2.167 -0.1549
B 5.515 -3.591 3.487 -0.4761
C 5.617 -2.919 4.913 -0.2279
C 4.249 -2.690 5.560 -0.7321
C 4.281 -1.563 6.611 -0.1415
I 2.769 -2.286 4.061 1.0366
P 4.922 -5.450 3.400 0.1765
O 6.036 -6.237 4.264 -0.2088
O 3.603 -5.631 4.306 -0.2551
S 4.775 -6.191 1.629 0.3096
H 5.656 -0.753 2.812 0.1004
H 7.025 -2.834 2.207 0.1353
H 5.679 -3.448 1.272 0.0708
H 6.161 -3.590 5.585 0.1077
H 6.206 -2.005 4.865 0.1015
H 3.926 -3.598 6.051 0.0652
H 3.817 -0.659 6.234 0.0469
H 5.308 -1.345 6.888 0.0748
H 3.714 -1.863 7.486 0.0755
H 5.999 -6.004 5.196 0.0672
H 2.859 -5.679 3.699 0.0506
C 2.451 1.624 2.506 -0.0838
C 1.501 2.777 2.260 -0.2411
O 0.134 2.490 2.649 -0.2638
S -0.245 2.500 4.188 0.5612
C -1.989 2.637 3.987 -0.1109
O 0.273 3.691 4.786 -0.2705
O 0.066 1.224 4.757 -0.2936
H 2.615 1.456 3.571 0.0655
H 3.412 1.832 2.038 0.0807
H 2.051 0.702 2.085 0.0685
H 1.839 3.686 2.758 0.1147
H 1.428 2.992 1.196 0.1211
H -2.211 3.590 3.518 0.0788
H -2.427 2.589 4.981 0.0856
H -2.345 1.811 3.377 0.0464
C 2.971 -5.088 -4.241 -0.0712
C 3.914 -3.906 -4.334 -0.2478
O 3.291 -2.667 -3.926 -0.2609
S 3.136 -2.408 -2.367 0.5629
C 2.755 -0.696 -2.452 -0.1080
O 4.419 -2.576 -1.749 -0.2896
O 2.000 -3.122 -1.878 -0.2701
H 2.724 -5.318 -3.206 0.0728
H 3.438 -5.966 -4.686 0.0811
H 2.041 -4.877 -4.767 0.0828
H 4.818 -4.066 -3.745 0.1135
H 4.217 -3.736 -5.365 0.1208
H 3.609 -0.165 -2.862 0.0806
H 2.553 -0.363 -1.436 0.0761
H 1.874 -0.563 -3.073 0.0598
C -1.528 -1.314 -4.346 -0.0678
C -2.565 -0.271 -4.710 -0.2487
O -2.645 0.796 -3.738 -0.2639
S -1.518 1.918 -3.787 0.5636
C -2.320 3.092 -2.759 -0.1101
O -1.432 2.416 -5.126 -0.2771
O -0.345 1.424 -3.137 -0.2815
H -0.519 -0.910 -4.412 0.0640
H -1.603 -2.161 -5.028 0.0828
H -1.679 -1.668 -3.327 0.0879
H -2.378 0.154 -5.698 0.1126
H -3.561 -0.708 -4.721 0.1205
H -3.228 3.422 -3.255 0.0475
H -1.639 3.930 -2.626 0.0856
H -2.541 2.629 -1.802 0.0801
C -6.023 -2.139 1.509 -0.0721
C -5.052 -2.993 2.299 -0.2492
O -3.764 -2.358 2.463 -0.2616
S -3.641 -1.225 3.569 0.5674
C -1.889 -1.147 3.629 -0.1183
O -4.158 -1.731 4.803 -0.2698
O -4.143 0.007 3.042 -0.2850
H -6.308 -1.246 2.063 0.0716
H -6.924 -2.712 1.293 0.0807
H -5.573 -1.819 0.570 0.0831
H -5.451 -3.256 3.279 0.1134
H -4.837 -3.919 1.770 0.1212
H -1.497 -2.092 3.991 0.0790
H -1.625 -0.344 4.315 0.0467
H -1.519 -0.925 2.631 0.0848
C -5.619 8.942 -5.022 -0.0710
C -6.384 7.714 -4.572 -0.2473
O -6.074 6.547 -5.368 -0.2625
S -4.712 5.792 -5.063 0.5615
C -5.060 4.316 -5.954 -0.1128
O -4.658 5.497 -3.661 -0.2857
O -3.632 6.478 -5.695 -0.2642
H -4.553 8.842 -4.825 0.0727
H -5.986 9.819 -4.489 0.0816
H -5.746 9.101 -6.093 0.0849
H -6.204 7.490 -3.520 0.1129
H -7.454 7.859 -4.702 0.1212
H -5.907 3.819 -5.491 0.0774
H -4.167 3.695 -5.896 0.0679
H -5.271 4.576 -6.987 0.0778
```

***

3.
Molecular formula: C4H10N2O2
Method: DFT, ωB97M-V/def2-TZVPD

- energy relative to the best compared isomer or geometry (same formula, charge and spin) (kJ/mol) = 489.6
- net charge = 0
- HOMO-LUMO gap (eV) = 8.4758
- total energy (hartree) = -418.27450
- SMILES = CN(C)C[C@@H](O)N=O

XYZ file:
```
18
Properties=species:S:1:pos:R:3:lowdin_charge:R:1
C 1.802 -0.178 -0.293 -0.1219
N 0.496 -0.235 0.358 -0.2637
C 0.450 -1.303 1.350 -0.1238
C -0.710 -0.311 -0.677 -0.0978
C -1.495 0.980 -0.560 -0.3428
O -2.319 0.937 0.597 -0.0202
N -0.357 2.117 -0.502 0.0350
O -0.209 2.693 -1.567 -0.0071
H 1.883 0.715 -0.924 0.0711
H 1.986 -1.059 -0.919 0.0803
H 2.607 -0.112 0.447 0.0844
H 1.212 -1.153 2.125 0.0845
H -0.522 -1.319 1.853 0.0779
H 0.604 -2.286 0.891 0.0804
H -0.294 -0.458 -1.678 0.1137
H -1.334 -1.167 -0.401 0.1166
H -2.100 1.186 -1.447 0.1381
H -1.699 0.953 1.348 0.0956
```

***

4.
Molecular formula: C4H7Cl2O3P
Method: DFT, ωB97M-V/def2-TZVPD

- energy relative to the best compared isomer or geometry (same formula, charge and spin) (kJ/mol) = 157.7
- net charge = -2
- HOMO-LUMO gap (eV) = 6.8481
- total energy (hartree) = -1644.19046

XYZ file:
```
17
Properties=species:S:1:pos:R:3:lowdin_charge:R:1
C -1.669 0.379 -0.666 -0.0860
C -0.855 0.998 0.125 -0.1336
C 2.203 1.116 0.947 -0.0783
C 1.978 0.424 -0.166 -0.8401
O 1.759 -1.782 1.544 -0.3713
O 1.066 -2.034 -1.026 -0.2256
O 3.415 -1.711 -0.358 -0.3712
P 2.056 -1.428 0.128 0.1445
Cl -11.605 0.068 0.114 -1.0000
Cl 1.653 0.794 -1.778 0.6728
H -2.243 -0.390 -0.223 0.0401
H 0.191 -2.196 -0.627 0.0546
H -1.721 0.692 -1.674 0.0395
H -0.739 0.666 1.167 0.0769
H -0.199 1.692 -0.330 -0.0059
H 2.475 0.572 1.865 0.0691
H 2.234 2.140 0.957 0.0145
```